72
Properties=species:S:1:pos:R:3:forces:R:3:lowdin_charge:R:1 method="wB97M-V/def2-TZVPD" multiplicity=1 total_charge=-1 homo_lumo_gap_ev=4.47
C 0.735 2.217 -1.142 0.292 -0.123 -0.200 -0.132
C 1.255 0.796 -1.386 -0.595 -0.606 0.361 -0.320
C 0.650 -0.073 -0.253 1.304 1.681 1.156 -0.805
Cl 1.104 -1.890 -0.538 -0.014 -0.826 -0.503 0.390
N 0.985 0.343 1.034 -0.751 -1.045 0.090 -0.103
F 2.456 -0.018 1.183 0.176 0.584 -0.292 -0.331
H 0.162 2.245 -0.223 -0.016 0.033 0.094 0.001
H 1.589 2.875 -0.997 -0.108 0.371 -0.057 0.056
H 0.106 2.583 -1.952 0.109 0.049 -0.213 0.059
H 0.911 0.446 -2.347 0.264 -0.173 -0.167 0.019
H 2.338 0.751 -1.320 0.120 -0.055 -0.019 0.079
H -0.434 -0.040 -0.305 -0.165 0.048 0.043 0.051
C 4.541 -2.197 0.550 -0.274 0.076 0.101 -0.092
C 5.848 -2.469 -0.022 0.027 -0.002 0.022 -0.297
N 6.888 -2.681 -0.462 0.084 -0.002 -0.104 0.085
H 4.179 -1.204 0.284 -0.032 -0.001 -0.005 0.059
H 3.798 -2.911 0.200 0.016 0.011 -0.083 0.054
H 4.581 -2.253 1.636 0.065 0.015 0.016 0.085
C 2.616 3.783 2.522 0.334 -0.153 0.208 -0.057
C 1.270 3.848 1.990 0.051 -0.115 -0.144 -0.260
N 0.219 3.892 1.536 -0.284 0.350 0.241 0.151
H 2.792 4.584 3.236 -0.044 0.023 -0.057 0.022
H 2.779 2.830 3.022 -0.121 -0.096 -0.101 0.090
H 3.352 3.870 1.725 -0.095 -0.019 -0.106 0.088
C -3.047 -2.242 -2.239 -0.217 -0.187 0.265 -0.098
C -1.978 -1.283 -2.445 -0.008 0.095 -0.088 -0.256
N -1.155 -0.502 -2.612 -0.370 -0.027 -0.339 0.176
H -3.565 -2.009 -1.309 0.050 0.052 0.028 0.049
H -3.767 -2.208 -3.052 0.086 0.080 -0.106 0.055
H -2.667 -3.258 -2.163 0.118 0.025 -0.004 0.066
C -2.937 2.923 0.699 0.100 0.278 0.070 -0.068
C -3.386 1.568 0.422 0.106 -0.021 -0.042 -0.257
N -3.741 0.501 0.195 -0.124 -0.070 0.031 0.142
H -3.119 3.566 -0.160 -0.015 -0.083 -0.080 0.084
H -3.479 3.335 1.550 -0.046 -0.090 0.030 0.078
H -1.872 2.963 0.926 0.024 -0.161 -0.030 0.032
C -3.589 -2.148 2.451 -0.017 0.139 0.089 -0.105
C -3.231 -3.214 1.528 0.172 0.040 -0.003 -0.279
N -2.920 -4.053 0.810 -0.172 -0.118 -0.043 0.133
H -3.330 -2.418 3.471 0.058 -0.082 -0.010 0.067
H -3.066 -1.229 2.198 0.059 -0.004 -0.097 0.064
H -4.656 -1.946 2.406 -0.032 -0.012 -0.073 0.062
C 3.553 -0.627 -4.974 0.052 -0.231 -0.010 -0.081
C 2.897 0.630 -4.656 -0.064 -0.028 0.041 -0.279
N 2.370 1.617 -4.402 0.049 0.196 -0.135 0.144
H 2.840 -1.334 -5.395 -0.080 0.042 0.036 0.084
H 4.349 -0.480 -5.697 0.022 0.070 -0.030 0.035
H 3.981 -1.075 -4.078 -0.051 0.062 0.067 0.081
C 8.340 -1.690 -4.651 0.229 0.005 0.208 -0.067
C 7.234 -1.704 -5.592 -0.049 -0.018 -0.021 -0.267
N 6.359 -1.715 -6.333 0.041 -0.022 -0.099 0.136
H 8.032 -1.251 -3.705 -0.096 0.029 0.036 0.084
H 8.683 -2.702 -4.449 -0.044 -0.054 -0.045 0.083
H 9.172 -1.113 -5.051 -0.035 0.011 -0.048 0.080
C -7.101 -4.263 -2.769 -0.258 0.054 0.070 -0.073
C -5.741 -4.519 -3.215 0.053 -0.005 0.073 -0.273
N -4.660 -4.712 -3.544 -0.014 -0.099 -0.136 0.151
H -7.320 -3.198 -2.807 0.064 0.023 -0.019 0.082
H -7.816 -4.785 -3.401 0.038 -0.025 -0.040 0.078
H -7.233 -4.603 -1.744 0.074 -0.022 0.015 0.082
C 1.312 6.678 5.873 -0.245 0.017 0.135 -0.067
C 2.606 6.444 5.253 0.005 0.020 -0.073 -0.277
N 3.613 6.254 4.738 0.089 0.068 0.089 0.137
H 0.986 7.701 5.699 0.054 0.022 -0.041 0.081
H 0.566 6.004 5.454 0.046 -0.038 -0.054 0.086
H 1.366 6.509 6.946 0.058 -0.020 0.004 0.081
C -6.643 -1.910 5.415 -0.210 -0.162 0.032 -0.071
C -5.520 -1.044 5.095 0.026 0.023 0.052 -0.284
N -4.626 -0.372 4.845 -0.008 0.102 0.053 0.154
H -7.119 -1.593 6.341 0.038 0.050 0.015 0.079
H -7.386 -1.882 4.619 0.030 0.041 -0.040 0.081
H -6.309 -2.939 5.535 0.068 0.011 -0.015 0.083